(1)
{"formula": "C17H20N2O3", "method": "ωB97M-V/def2-TZVPD", "smiles": "CCCOc1ccc(CCC(=O)N/N=C/c2ccco2)cc1", "relative_energy_kcal_mol": 78.9, "e_homo_ev": -8.1, "elements": ["C", "C", "C", "O", "C", "C", "C", "C", "C", "C", "C", "O", "N", "N", "C", "C", "C", "C", "C", "O", "C", "C", "H", "H", "H", "H", "H", "H", "H", "H", "H", "H", "H", "H", "H", "H", "H", "H", "H", "H", "H", "H"], "xyz": [[-5.393, -2.649, -0.814], [-3.953, -2.825, -0.349], [-3.725, -2.167, 1.015], [-3.926, -0.770, 0.989], [-2.969, 0.045, 0.466], [-3.297, 1.401, 0.425], [-2.401, 2.325, -0.064], [-1.154, 1.930, -0.535], [-0.161, 2.950, -1.019], [0.689, 3.469, 0.155], [1.454, 2.334, 0.814], [1.193, 1.869, 1.892], [2.488, 1.882, 0.025], [3.267, 0.859, 0.392], [4.215, 0.493, -0.376], [5.073, -0.595, -0.022], [5.097, -1.415, 1.083], [6.168, -2.307, 0.885], [6.720, -1.973, -0.318], [6.068, -0.943, -0.874], [-0.834, 0.583, -0.494], [-1.724, -0.356, -0.004], [-6.078, -3.144, -0.130], [-5.529, -3.071, -1.807], [-5.645, -1.591, -0.848], [-3.280, -2.378, -1.083], [-3.711, -3.886, -0.265], [-4.470, -2.535, 1.727], [-2.729, -2.409, 1.404], [-4.265, 1.704, 0.794], [-2.673, 3.371, -0.082], [-0.685, 3.797, -1.468], [0.484, 2.507, -1.781], [1.386, 4.234, -0.195], [0.033, 3.905, 0.909], [2.672, 2.348, -0.868], [4.425, 0.985, -1.335], [4.424, -1.361, 1.912], [6.489, -3.090, 1.541], [7.549, -2.380, -0.863], [0.130, 0.248, -0.850], [-1.424, -1.392, 0.014]]}

=====

(2)
{"formula": "C23H32MnNO4", "method": "ωB97M-V/def2-TZVPD", "s_squared": 4.142, "spin_multiplicity": 4, "charge": 1, "e_homo_ev": [-10.3, -10.7], "elements": ["O", "C", "C", "H", "H", "C", "H", "H", "C", "H", "H", "H", "C", "H", "H", "H", "Mn", "C", "C", "C", "H", "C", "C", "H", "H", "H", "H", "C", "C", "C", "H", "C", "C", "H", "H", "H", "H", "O", "C", "C", "H", "H", "C", "H", "H", "C", "H", "H", "H", "H", "O", "C", "C", "C", "C", "O", "N", "H", "H", "H", "H"], "xyz": [[1.778, -2.757, 0.237], [0.403, -3.133, 0.589], [0.856, -3.636, 1.973], [0.079, -3.924, -0.088], [-0.328, -2.300, 0.619], [2.204, -2.972, 1.590], [0.865, -4.721, 2.036], [0.300, -3.157, 2.784], [3.521, -3.711, 1.529], [3.469, -4.564, 0.842], [3.760, -4.047, 2.538], [4.294, -3.003, 1.177], [2.299, -1.683, 2.360], [1.326, -1.164, 2.396], [3.032, -1.011, 1.899], [2.597, -1.946, 3.385], [-0.879, 1.470, 0.811], [-1.665, 1.616, 2.837], [-2.719, 1.848, 1.900], [-2.866, 0.638, 1.117], [-3.236, 2.801, 1.793], [-1.926, -0.328, 1.588], [-1.181, 0.262, 2.661], [-0.487, -0.243, 3.328], [-1.341, 2.340, 3.577], [-3.653, 0.479, 0.374], [-1.884, -1.373, 1.307], [0.537, 3.938, 1.350], [0.644, 2.960, 2.349], [1.009, 1.692, 1.739], [0.495, 3.178, 3.415], [1.186, 1.967, 0.296], [0.906, 3.370, 0.110], [1.051, 3.940, -0.818], [0.184, 4.969, 1.504], [1.351, 0.812, 2.262], [1.733, 1.328, -0.391], [0.322, -1.597, -1.665], [1.412, -2.482, -2.072], [1.210, -3.194, -3.388], [1.511, -3.313, -1.385], [2.305, -1.857, -2.065], [0.012, -2.427, -3.972], [1.010, -4.260, -3.223], [2.128, -3.155, -3.984], [-0.267, -1.299, -2.963], [-0.863, -3.080, -4.093], [0.320, -2.033, -4.946], [-1.327, -1.085, -2.831], [0.232, -0.387, -3.312], [-2.298, 4.494, 0.732], [-2.259, 3.944, -0.372], [-2.755, 4.568, -1.660], [-2.438, 3.533, -2.723], [-1.788, 2.377, -1.965], [-1.363, 1.331, -2.431], [-1.722, 2.693, -0.622], [-3.839, 4.733, -1.553], [-2.200, 5.507, -1.816], [-3.348, 3.144, -3.207], [-1.715, 3.910, -3.463]]}

=====

(3)
{"formula": "C23H29N5O3S2", "method": "ωB97M-V/def2-TZVPD", "smiles": "CCN(CC)S(=O)(=O)c1cccc(-c2nnc(S[C@H](C)C(N)=O)n2CCc2ccccc2)c1", "relative_energy_kcal_mol": 3.1, "e_homo_ev": -8.7, "elements": ["C", "C", "N", "C", "C", "S", "O", "O", "C", "C", "C", "C", "C", "C", "N", "N", "C", "S", "C", "C", "C", "N", "O", "N", "C", "C", "C", "C", "C", "C", "C", "C", "C", "H", "H", "H", "H", "H", "H", "H", "H", "H", "H", "H", "H", "H", "H", "H", "H", "H", "H", "H", "H", "H", "H", "H", "H", "H", "H", "H", "H", "H"], "xyz": [[-0.427, 1.097, 4.940], [1.084, 1.310, 4.904], [1.499, 1.873, 3.635], [1.863, 3.274, 3.581], [3.210, 3.575, 4.231], [2.385, 0.835, 2.676], [2.844, 1.579, 1.538], [3.349, 0.090, 3.438], [1.104, -0.286, 2.126], [0.991, -1.561, 2.640], [-0.005, -2.393, 2.152], [-0.833, -1.959, 1.133], [-0.692, -0.678, 0.597], [-1.590, -0.278, -0.475], [-2.846, -0.665, -0.522], [-3.420, -0.121, -1.591], [-2.511, 0.583, -2.209], [-2.787, 1.530, -3.654], [-2.715, 0.214, -4.966], [-3.772, 0.501, -6.018], [-2.846, -1.155, -4.311], [-4.089, -1.500, -3.927], [-1.882, -1.883, -4.199], [-1.319, 0.535, -1.541], [-0.077, 1.068, -2.040], [0.700, 0.012, -2.843], [1.200, -1.101, -1.963], [2.245, -0.881, -1.073], [2.690, -1.900, -0.252], [2.096, -3.149, -0.313], [1.055, -3.374, -1.197], [0.606, -2.355, -2.018], [0.267, 0.174, 1.133], [-0.736, 0.422, 4.146], [-0.944, 2.044, 4.806], [-0.719, 0.672, 5.897], [1.384, 1.969, 5.723], [1.604, 0.358, 5.031], [1.061, 3.850, 4.051], [1.909, 3.531, 2.521], [3.981, 2.980, 3.747], [3.199, 3.330, 5.291], [3.451, 4.629, 4.121], [1.684, -1.884, 3.400], [-0.123, -3.387, 2.553], [-1.598, -2.602, 0.729], [-1.715, 0.282, -5.403], [-3.746, -0.274, -6.781], [-4.767, 0.533, -5.582], [-3.574, 1.462, -6.486], [-4.178, -2.337, -3.372], [-4.783, -0.788, -3.768], [-0.330, 1.914, -2.686], [0.535, 1.423, -1.212], [0.055, -0.405, -3.619], [1.542, 0.517, -3.322], [2.713, 0.091, -1.013], [3.498, -1.711, 0.440], [2.447, -3.946, 0.326], [0.590, -4.348, -1.249], [-0.204, -2.531, -2.711], [0.387, 1.194, 0.809]]}

=====

(4)
{"formula": "C6H9BrN2O", "method": "ωB97M-V/def2-TZVPD", "smiles": "C/C(Br)=C(/C)N1C(=O)N1C", "relative_energy_kcal_mol": 70.7, "e_homo_ev": -8.6, "elements": ["C", "C", "Br", "C", "C", "N", "C", "O", "N", "C", "H", "H", "H", "H", "H", "H", "H", "H", "H"], "xyz": [[-1.655, -1.927, -0.156], [-1.910, -0.470, -0.078], [-3.739, 0.079, -0.029], [-0.903, 0.347, 0.075], [-0.930, 1.878, 0.185], [0.367, -0.196, 0.079], [1.294, -0.798, 0.791], [1.542, -1.817, 1.320], [1.672, 0.448, 0.506], [2.704, 0.630, -0.515], [-0.715, -2.045, -0.668], [-2.316, -2.465, -0.773], [-1.600, -2.326, 0.860], [-0.456, 2.085, 1.212], [-1.882, 2.355, 0.063], [-0.342, 2.231, -0.537], [3.416, 1.306, -0.139], [3.180, -0.309, -0.739], [2.273, 0.993, -1.458]]}

=====

(5)
{"formula": "C19H22N2O2", "method": "ωB97M-V/def2-TZVPD", "smiles": "Cc1ccc(OCCCCn2c(CO)nc3ccccc32)cc1", "relative_energy_kcal_mol": 32.4, "e_homo_ev": -8.4, "elements": ["C", "C", "C", "C", "C", "O", "C", "C", "C", "C", "N", "C", "C", "O", "N", "C", "C", "C", "C", "C", "C", "C", "C", "H", "H", "H", "H", "H", "H", "H", "H", "H", "H", "H", "H", "H", "H", "H", "H", "H", "H", "H", "H", "H", "H"], "xyz": [[-7.446, -0.731, -0.223], [-6.028, -0.314, 0.027], [-5.396, -0.649, 1.222], [-4.093, -0.276, 1.466], [-3.377, 0.451, 0.514], [-2.093, 0.772, 0.854], [-1.308, 1.498, -0.064], [0.060, 1.712, 0.580], [1.087, 2.296, -0.387], [1.612, 1.274, -1.406], [2.333, 0.205, -0.770], [1.925, -1.077, -0.520], [0.615, -1.663, -0.928], [0.639, -3.060, -0.825], [2.811, -1.786, 0.121], [3.882, -0.955, 0.327], [5.100, -1.191, 0.952], [6.004, -0.150, 1.000], [5.717, 1.096, 0.440], [4.513, 1.350, -0.185], [3.596, 0.311, -0.231], [-3.996, 0.790, -0.681], [-5.308, 0.406, -0.912], [-7.526, -1.818, -0.225], [-7.799, -0.357, -1.181], [-8.099, -0.351, 0.561], [-5.937, -1.211, 1.969], [-3.601, -0.534, 2.390], [-1.215, 0.935, -1.003], [-1.775, 2.468, -0.287], [0.417, 0.758, 0.971], [-0.065, 2.383, 1.430], [1.935, 2.671, 0.189], [0.649, 3.136, -0.930], [0.789, 0.848, -1.982], [2.292, 1.779, -2.101], [-0.188, -1.259, -0.289], [0.383, -1.406, -1.970], [1.383, -3.285, -0.247], [5.320, -2.157, 1.378], [6.960, -0.298, 1.479], [6.458, 1.880, 0.497], [4.303, 2.315, -0.621], [-3.475, 1.351, -1.442], [-5.774, 0.679, -1.848]]}

=====

(6)
{"formula": "C3H8O", "method": "ωB97M-V/def2-TZVPD", "s_squared": 0.755, "relative_energy_kcal_mol": 9.6, "spin_multiplicity": 2, "charge": 1, "e_homo_ev": [-16.7, -16.7], "elements": ["C", "H", "H", "H", "H", "C", "C", "O", "H", "H", "H", "H"], "xyz": [[1.961, -1.995, -1.239], [1.856, -3.065, -1.250], [1.438, -1.580, -0.379], [1.441, -1.553, -2.088], [3.009, -1.732, -1.218], [-0.211, 1.788, 1.100], [-0.516, 0.751, 0.220], [-1.627, 0.121, 0.333], [0.494, 2.592, 1.010], [-0.906, 1.919, 1.924], [0.219, 0.359, -0.486], [-1.869, -0.299, -0.518]]}

=====

Number 1: largest force on an atom 0.030 Eh/bohr. Number 2: largest force on an atom 0.069 Eh/bohr. Number 3: largest force on an atom 0.022 Eh/bohr. Number 4: largest force on an atom 0.095 Eh/bohr. Number 5: largest force on an atom 0.014 Eh/bohr. Number 6: largest force on an atom 0.034 Eh/bohr.